1.
{"formula": "C5H8N2S", "method": "ωB97M-V/def2-TZVPD", "species": ["C", "C", "C", "C", "C", "H", "H", "H", "H", "H", "H", "H", "H", "N", "N", "S"], "coordinates": [[-3.38630, 0.08341, -0.01022], [-1.90432, 0.19400, 0.00491], [1.14816, -1.87755, -0.01829], [2.24087, -0.78858, -0.00655], [1.10850, 0.23196, 0.01256], [-3.54628, -0.99926, 0.10451], [-3.82065, 0.55807, 0.87441], [-3.85483, 0.49615, -0.91153], [-1.45916, 1.18842, -0.06602], [1.04562, -2.54617, -0.88037], [0.94995, -2.48506, 0.92300], [2.91786, -0.72759, -0.86699], [2.79392, -0.89538, 0.92763], [-1.22411, -0.85603, -0.00133], [0.18427, -0.74306, -0.00646], [1.06318, 1.84656, 0.00346]], "mulliken_charge": [-0.92, 0.12, -0.47, -0.48, 0.27, 0.29, 0.26, 0.25, 0.24, 0.26, 0.25, 0.28, 0.24, -0.80, 0.63, -0.43], "charge": 0, "smiles": "C/C=N/N1CCC1=S", "multiplicity": 1}

2.
{"formula": "C6H18ClLiO7", "method": "ωB97M-V/def2-TZVPD", "species": ["Li", "Cl", "O", "O", "O", "O", "C", "C", "O", "H", "H", "H", "H", "H", "H", "C", "C", "O", "H", "H", "H", "H", "H", "H", "C", "C", "O", "H", "H", "H", "H", "H", "H"], "coordinates": [[-8.27844, -14.66245, 16.70212], [-5.89747, -15.09291, 16.15577], [-6.79107, -14.13202, 16.79098], [-4.65607, -14.91075, 16.82475], [-6.29919, -16.52147, 16.35439], [-5.85135, -14.76363, 14.76699], [-10.98253, -16.40243, 15.68871], [-9.52040, -16.42698, 15.29741], [-9.00253, -15.21886, 15.66790], [-11.06476, -16.29447, 16.77023], [-11.54575, -17.27121, 15.34797], [-11.57572, -15.63347, 15.19380], [-9.38353, -16.61742, 14.23294], [-9.10505, -17.28993, 15.81788], [-9.40227, -14.57827, 15.07508], [-8.29760, -15.30165, 20.09865], [-9.25689, -15.18486, 18.91068], [-8.44816, -15.47396, 17.71747], [-7.32426, -14.89120, 19.82990], [-8.13582, -16.34322, 20.37624], [-8.57778, -14.75630, 20.99986], [-9.76664, -14.22737, 18.80354], [-10.00980, -15.97063, 18.97221], [-8.02253, -16.32581, 17.83903], [-9.29491, -11.60440, 16.53471], [-9.21613, -12.58210, 17.58388], [-9.35390, -13.89997, 17.01589], [-8.48810, -11.59040, 15.80193], [-9.43591, -10.64121, 17.02512], [-10.20739, -11.57354, 15.93930], [-10.04378, -12.36017, 18.25756], [-8.34193, -12.58586, 18.23493], [-10.23639, -14.09393, 17.34022]], "mulliken_charge": [0.65, 1.85, -0.76, -0.69, -0.69, -0.67, -0.98, -0.25, -0.24, 0.13, 0.43, 0.28, 0.36, 0.24, 0.35, -1.32, -0.11, -0.40, 0.34, 0.37, 0.37, 0.27, 0.26, 0.28, -1.41, -0.22, -0.53, 0.32, 0.44, 0.33, 0.34, 0.33, 0.32], "charge": 0, "multiplicity": 1}

no.,HOMO level (eV),lowest unoccupied orbital energy (Ha),frontier orbital gap (eV)
1,-8.33,0.0266,9.050
2,-9.55,-0.0059,9.391